# 1
{"formula": "C26H23F3HgIN3S", "method": "ωB97M-V/def2-TZVPD", "elements": ["C", "C", "H", "C", "I", "H", "F", "H", "H", "H", "H", "H", "H", "H", "H", "H", "H", "H", "C", "C", "H", "C", "C", "C", "C", "C", "F", "H", "C", "C", "C", "C", "C", "N", "C", "N", "N", "Hg", "S", "H", "H", "C", "C", "H", "H", "H", "H", "H", "C", "F", "C", "H", "C", "C", "C", "C", "C", "C"], "xyz": [[-11.754627, 16.398395, -6.442060], [-11.008487, 17.536970, 0.075569], [-10.331271, 10.919220, -4.462008], [-14.974083, 12.969732, -0.069344], [-15.651239, 15.171739, 2.095727], [-10.969122, 10.680594, -1.778029], [-11.159674, 21.222882, 0.272999], [-13.270465, 15.011389, -6.941017], [-7.497244, 11.273831, 0.717752], [-7.579621, 18.408317, 1.634876], [-11.113469, 11.311465, 0.779894], [-8.236932, 16.004621, 0.886835], [-10.932703, 12.493445, -3.862790], [-10.237167, 17.950919, -6.311085], [-13.080970, 18.493721, -9.457877], [-9.261603, 20.271179, 1.110246], [-14.112099, 16.292828, -8.899518], [-13.852711, 11.719735, -1.450169], [-9.948617, 11.068823, -1.627161], [-10.018350, 11.878733, -4.030162], [-16.002664, 12.746693, -0.389820], [-12.711939, 17.854338, -8.673483], [-10.679953, 18.920404, 0.370439], [-8.865393, 16.866663, 0.732076], [-8.528154, 18.174102, 1.120412], [-12.794747, 15.927312, -7.226304], [-11.722143, 20.042184, -1.476877], [-11.492363, 19.453006, -7.992424], [-8.011186, 11.353705, -0.229042], [-9.293827, 11.664545, -2.751468], [-11.154749, 17.611453, -6.809952], [-11.482997, 15.598890, -5.290186], [-13.069252, 13.756734, 0.740111], [-10.088275, 16.558171, 0.267609], [-9.440057, 19.222129, 0.873655], [-13.908398, 12.427096, -0.726757], [-12.726281, 12.855517, -0.193065], [-11.254606, 14.780356, -2.083937], [-12.517091, 16.957354, -0.465728], [-6.053305, 13.476052, -0.634723], [-10.582778, 9.632214, 0.912904], [-10.215504, 10.687763, 0.823186], [-5.993138, 12.495733, -1.143752], [-9.355361, 12.402473, -4.714804], [-5.363371, 11.802768, -0.549189], [-5.584599, 12.717285, -2.144829], [-9.643631, 10.940153, 1.724641], [-12.323009, 14.275243, 1.327259], [-11.649978, 15.138100, -4.130076], [-12.896442, 19.843624, 0.402138], [-14.524893, 13.834889, 0.925174], [-7.348009, 12.339842, -3.370715], [-7.996733, 12.033189, -2.550443], [-13.273795, 16.607012, -8.314694], [-9.360350, 10.965512, -0.385937], [-11.755289, 18.396505, -7.808833], [-7.333472, 11.896117, -1.311928], [-11.599436, 20.012844, -0.100573]], "atomic_forces_ev_per_a": [[0.42, -0.05, -0.46], [0.28, -0.17, 0.30], [0.06, 0.17, -0.06], [-0.88, 0.08, -0.20], [0.56, -0.69, -0.52], [0.35, 0.46, 0.23], [-0.32, 0.20, -0.01], [-0.14, -0.37, 0.17], [-0.14, 0.04, 0.27], [-0.49, -0.29, -0.51], [0.22, 0.02, 0.06], [0.45, 0.03, -0.01], [0.69, -0.35, -0.23], [-0.71, 0.01, 0.09], [-0.31, -0.19, -0.23], [0.43, -0.37, 0.00], [-0.32, -0.64, -0.15], [-0.35, 0.34, 0.31], [-0.21, 0.27, -1.35], [-0.54, 0.03, -0.10], [0.70, 0.12, 0.25], [-0.09, -0.19, 1.84], [-0.40, -1.05, -1.15], [-1.52, 1.19, 0.41], [0.59, 0.27, 0.20], [-0.85, -0.18, -0.51], [0.08, 0.13, 1.42], [0.42, -0.76, 0.22], [-0.56, 0.13, -0.87], [-0.88, -1.17, 1.73], [0.01, 0.43, 0.26], [-0.21, -0.62, 3.65], [-1.20, -0.85, 0.23], [1.17, 0.64, 0.17], [-0.01, -0.56, 0.37], [0.37, 0.58, 1.25], [-1.02, 1.07, 0.62], [0.17, 0.24, 1.05], [-0.50, 0.05, -0.47], [0.01, -0.49, -0.02], [0.47, 0.69, -0.15], [-0.18, -0.89, 0.28], [0.80, 0.18, -0.04], [-0.23, 0.05, -0.26], [0.05, 0.61, -0.44], [0.29, -0.30, 0.51], [-0.26, -0.15, -0.07], [0.02, -0.03, -0.30], [0.54, 1.19, -3.90], [1.75, 0.79, -0.64], [1.69, -0.64, -1.62], [-0.45, 0.41, -0.09], [1.57, -0.08, 0.24], [0.61, 1.65, -1.01], [0.36, 0.32, 0.36], [0.42, -0.12, -0.81], [-1.35, -0.03, -0.07], [-1.41, -1.14, -0.26]], "lowdin_charge": [-0.290, -0.765, 0.079, -0.185, 0.769, 0.116, 0.113, 0.106, 0.107, 0.087, 0.043, 0.089, 0.031, 0.113, 0.083, 0.112, 0.086, 0.147, -0.034, -0.078, 0.112, -0.106, -0.151, -0.159, -0.094, -0.076, 0.089, 0.100, -0.017, -0.303, -0.037, -0.176, -0.241, -0.037, -0.046, -0.033, -0.029, 0.728, 0.480, 0.087, 0.085, -0.062, -0.072, 0.075, 0.084, 0.074, 0.070, 0.089, -0.254, 0.046, -0.727, 0.111, -0.033, -0.095, -0.274, -0.105, -0.293, -0.540], "spin_multiplicity": 2, "gap_ev": [5.29, 6.52], "max_force_ev_per_a": 4.115, "s_squared": 0.76, "e_above_lowest_ev": 0.402, "total_charge": -1}



# 2
{"formula": "C26H23F6N3O", "method": "ωB97M-V/def2-TZVPD", "elements": ["H", "C", "N", "H", "F", "H", "C", "F", "F", "C", "C", "H", "H", "F", "C", "C", "C", "H", "H", "H", "C", "C", "C", "C", "H", "C", "H", "H", "C", "H", "C", "O", "C", "C", "C", "C", "C", "N", "C", "C", "H", "H", "F", "C", "H", "H", "C", "H", "H", "C", "H", "C", "F", "H", "H", "H", "C", "N", "H"], "xyz": [[-0.789651, -0.874325, -1.611583], [-1.276437, -4.051115, -0.622159], [-1.403602, -5.366339, -1.107448], [1.545448, 4.061880, 0.266452], [4.235152, 3.329751, -1.310390], [-3.000739, 0.951275, 3.658502], [-0.557388, -1.522511, 0.448097], [-4.679082, -6.332790, -2.407441], [5.110548, 5.352624, -1.549200], [0.728234, 0.751362, 0.065334], [-0.281357, -6.042021, -1.717187], [1.348125, 5.195079, -4.121228], [-0.780641, -3.239552, -2.584259], [-3.611074, -4.369101, -2.388938], [-2.723165, -6.059576, -1.031604], [1.332455, 4.162459, -3.703118], [-0.649323, 2.826390, 5.273227], [-2.765984, 2.585670, 5.561822], [-0.155940, -5.726470, -2.763851], [1.452133, 2.720145, 4.927962], [-0.849726, -3.010042, -1.491439], [0.469763, 2.306614, 4.625086], [1.092031, 1.999229, 0.583903], [-1.617523, -3.701687, 0.706876], [1.267002, 1.029057, 3.180956], [2.710277, 5.059151, -1.776071], [-2.594734, -7.143246, -0.927033], [1.035077, -0.674593, 1.713913], [4.111736, 4.527527, -1.988145], [1.037090, -0.364337, -1.897421], [1.437893, 2.995793, -1.585169], [-1.050161, 0.251420, 1.982491], [0.111445, -0.314230, 1.085834], [-2.006379, 1.306738, 3.934545], [-1.161139, -2.496033, 1.239994], [-0.885788, 0.893316, 3.168400], [0.340713, 1.325513, 3.647643], [1.770779, 4.101678, -2.325062], [0.975848, 0.601790, -1.340897], [-3.463586, -5.756599, -2.304873], [-0.404001, -7.139782, -1.676493], [-3.284374, -5.623492, -0.188668], [-2.692849, -6.146384, -3.395883], [1.428821, 3.096331, -0.190991], [0.295655, 3.772207, -3.758761], [-2.125692, -4.463194, 1.287847], [-0.697412, -1.730195, -0.946219], [0.620722, -5.761395, -1.154999], [1.125814, 1.640699, -3.245543], [1.137014, 1.738717, -2.156879], [1.057310, 2.220834, 1.630520], [-0.398386, 3.772565, 6.370104], [4.299692, 4.275300, -3.322342], [2.594526, 5.095263, -0.685480], [1.935858, 3.498503, -4.362104], [-1.382181, -2.336001, 2.284217], [-1.892470, 2.259895, 4.968150], [-0.043732, 4.478002, 7.248697], [2.617355, 6.062233, -2.221692]], "atomic_forces_ev_per_a": [[0.64, -0.35, 0.16], [0.19, 0.90, -0.09], [-1.71, -1.21, 0.74], [0.18, -0.09, 0.36], [0.34, 1.27, -0.88], [0.31, 0.05, 0.05], [-0.57, -0.12, -0.56], [0.82, 0.47, -0.06], [-1.01, -0.79, -0.53], [-0.04, -0.49, 0.12], [0.22, 0.38, -0.19], [0.10, -0.71, 0.50], [-0.17, 0.51, 1.11], [-0.23, -1.92, -0.31], [1.50, 1.05, 0.31], [-0.05, -0.29, -0.74], [0.20, -0.18, 0.67], [0.44, -0.36, -0.64], [0.16, -0.33, 0.10], [-0.60, -0.57, -0.43], [-0.76, -0.56, 0.56], [0.33, 0.21, 0.39], [-0.50, 0.50, -0.29], [0.79, -0.40, -1.10], [-0.04, -0.28, -0.12], [-0.04, -0.21, 0.15], [-0.07, 0.25, 0.08], [-2.14, 0.59, -0.55], [0.64, -0.74, -0.16], [-0.36, 0.99, 0.94], [-0.35, -0.84, 0.71], [1.27, -0.49, -0.48], [0.85, 0.40, 0.13], [-0.33, 0.36, -0.12], [-0.40, -0.70, -0.02], [0.01, 0.86, 0.20], [1.15, 0.61, 0.13], [-0.33, 1.19, -0.55], [-0.65, 0.17, -0.18], [0.42, 1.15, -1.06], [-0.03, 0.55, -0.01], [0.03, -0.45, -0.37], [-1.30, 0.45, 1.09], [-0.37, -0.92, -0.42], [0.44, 0.39, 0.04], [0.16, 0.24, 0.33], [0.29, -0.05, -0.18], [-0.09, -0.21, -0.23], [0.27, -0.19, 0.44], [0.77, 0.07, 0.56], [-0.30, -0.23, 0.29], [0.83, 1.36, 1.74], [0.36, 0.17, 1.15], [0.03, 0.52, -0.52], [-0.16, 0.51, 0.20], [0.37, 0.24, 0.20], [-0.23, -0.23, -0.16], [-1.25, -2.05, -2.66], [-0.06, -0.44, 0.15]], "lowdin_charge": [0.104, -0.249, -0.168, 0.104, 0.113, 0.117, -0.173, 0.135, 0.118, -0.116, -0.068, 0.101, 0.133, 0.092, -0.040, -0.063, -0.250, 0.125, 0.079, 0.133, 0.007, -0.032, -0.034, -0.005, 0.102, -0.053, 0.138, 0.179, -0.521, 0.113, -0.253, -0.015, -0.086, 0.013, -0.026, -0.270, -0.045, -0.145, -0.035, -0.518, 0.094, 0.133, 0.091, -0.017, 0.098, 0.107, -0.043, 0.094, 0.104, -0.003, 0.080, -0.168, 0.112, 0.117, 0.090, 0.116, -0.028, 0.130, 0.150], "smiles": "CN(CC(F)(F)F)c1ccc(C(Oc2ccc(C#N)cc2)c2ccc(N(C)CC(F)(F)F)cc2)cc1", "gap_ev": 8.55, "max_force_ev_per_a": 3.581, "total_charge": 0}